Entry 1:
72
Properties=species:S:1:pos:R:3 method="wB97M-V/def2-TZVPD" energy_ev=-95506.81353 gap_ev=8.30 e_homo_ha=-0.2992 fmax_ev_per_a=3.05 charge=0 smiles=C#CN1c2c(ccc(-c3cccnc3)c2S)Sc2c(CCCCl)c(S)c(CC)c(S)c21.c1cc[nH]c1.c1cc[nH]c1
C 0.46 -5.31 -1.28
C -0.26 -4.36 -1.09
N -0.89 -3.23 -0.54
C -0.38 -2.00 -1.09
C -0.95 -1.23 -2.13
C -0.33 -0.05 -2.60
C 0.90 0.42 -2.09
C 1.50 -0.33 -1.02
C 2.82 0.19 -0.47
C 2.93 1.57 -0.05
C 4.22 1.89 0.45
C 5.30 0.99 0.57
N 5.18 -0.29 0.17
C 3.99 -0.61 -0.32
C 0.86 -1.52 -0.54
S 1.64 -2.49 0.78
S -2.49 -1.78 -2.90
C -3.19 -2.83 -1.59
C -4.59 -3.07 -1.57
C -5.55 -2.45 -2.61
C -6.49 -1.39 -1.94
C -5.76 0.00 -1.86
Cl -6.60 1.01 -0.60
C -5.17 -3.92 -0.56
S -6.95 -4.30 -0.53
C -4.32 -4.49 0.44
C -4.88 -5.42 1.54
C -4.46 -6.92 1.22
C -2.92 -4.20 0.39
S -1.83 -4.93 1.66
C -2.32 -3.38 -0.61
H 1.17 -6.11 -1.46
H -0.78 0.53 -3.43
H 1.42 1.32 -2.46
H 2.11 2.29 -0.14
H 4.39 2.93 0.79
H 6.26 1.32 1.01
H 3.89 -1.65 -0.68
H 2.72 -3.06 0.17
H -6.17 -3.28 -3.00
H -5.01 -2.00 -3.48
H -6.75 -1.64 -0.89
H -7.44 -1.27 -2.50
H -5.76 0.49 -2.86
H -4.72 -0.11 -1.51
H -7.19 -5.01 -1.68
H -4.38 -5.14 2.49
H -5.98 -5.35 1.62
H -3.99 -7.01 0.22
H -5.37 -7.56 1.21
H -3.82 -7.34 2.02
H -2.34 -4.45 2.84
N 7.17 5.91 0.41
C 6.89 4.69 0.96
C 6.90 4.82 2.32
C 7.18 6.19 2.61
C 7.35 6.83 1.41
H 7.24 6.10 -0.57
H 6.72 3.83 0.33
H 6.71 4.04 3.03
H 7.26 6.64 3.58
H 7.57 7.86 1.18
N 2.34 6.80 1.25
C 1.01 6.88 1.59
C 0.65 5.67 2.13
C 1.80 4.84 2.11
C 2.82 5.57 1.57
H 2.87 7.55 0.84
H 0.45 7.78 1.42
H -0.34 5.41 2.49
H 1.86 3.82 2.46
H 3.85 5.31 1.38

Entry 2:
67
Properties=species:S:1:pos:R:3 method="wB97M-V/def2-TZVPD" energy_ev=-57838.22742 gap_ev="7.54 / 6.65" multiplicity=3 e_homo_ha="-0.5122 / -0.5121" s2=2.018 de_lowest_kj_mol=22.83 fmax_ev_per_a=0.37 charge=+2
W 0.05 0.40 -0.06
C 1.14 3.30 0.43
N 0.12 2.36 0.98
C -1.18 3.07 0.96
C 0.50 2.02 2.38
C -0.36 0.90 2.90
N -0.24 -0.32 2.04
C 0.93 -1.13 2.50
C -1.48 -1.13 2.27
H 1.17 4.19 1.06
H 0.88 3.58 -0.58
H 2.12 2.83 0.42
H -1.11 3.97 1.57
H -1.98 2.44 1.33
H -1.41 3.36 -0.06
H 0.40 2.91 3.01
H 1.56 1.74 2.36
H -1.41 1.20 2.92
H -0.07 0.64 3.92
H 0.72 -1.52 3.50
H 1.82 -0.51 2.54
H 1.10 -1.95 1.81
H -1.59 -1.32 3.34
H -1.39 -2.08 1.75
H -2.34 -0.59 1.90
C 0.13 -3.29 -2.72
C 0.02 -1.95 -2.10
N -0.14 -1.74 -0.83
O -0.21 -2.84 -0.01
C 0.16 -0.69 -2.88
C 0.19 -0.56 -4.35
N 0.26 0.24 -2.01
O 0.27 1.54 -1.88
H 1.07 -3.77 -2.41
H 0.15 -3.22 -3.80
H -0.70 -3.94 -2.43
H 0.27 -3.57 -0.42
H 1.05 -1.08 -4.77
H 0.25 0.48 -4.65
H -0.71 -1.01 -4.79
F 3.37 -0.79 -5.20
C 3.46 0.11 -4.23
C 3.99 -0.19 -3.05
N 4.08 0.74 -2.03
C 4.24 0.26 -0.66
C 2.91 -0.37 -0.30
O 2.63 -1.50 -0.62
O 2.04 0.46 0.26
C 3.66 2.05 -2.20
O 3.67 2.88 -1.31
N 3.20 2.34 -3.47
C 2.91 1.44 -4.50
O 2.29 1.76 -5.48
H 4.37 -1.18 -2.83
H 4.49 1.11 -0.03
H 5.03 -0.48 -0.64
H 2.90 3.30 -3.62
C -3.29 1.98 -2.19
S -2.94 0.34 -1.60
C -4.53 -0.07 -0.89
O -2.05 0.54 -0.34
H -4.00 1.90 -3.02
H -2.35 2.40 -2.55
H -3.71 2.59 -1.39
H -5.25 -0.12 -1.70
H -4.80 0.68 -0.16
H -4.44 -1.05 -0.42

Entry 3:
42
Properties=species:S:1:pos:R:3 method="wB97M-V/def2-TZVPD" energy_ev=-17350.18399 gap_ev=9.31 e_homo_ha=-0.3096 de_lowest_kj_mol=0.00 fmax_ev_per_a=3.75 charge=0 smiles=CCNCCCN[C@H]1CCC[C@H](N)CC1
C 0.79 -4.61 2.47
C 0.79 -3.31 1.57
C 1.37 -2.67 -0.73
C 0.22 -1.61 -1.00
C 0.65 -0.60 -2.04
C -0.77 1.42 -1.79
C -1.79 0.96 -0.77
C -2.32 2.02 0.19
C -1.40 2.16 1.48
C 0.04 2.70 1.26
C 0.81 2.00 0.15
C 0.37 2.36 -1.28
H 1.68 -5.23 2.07
H 1.00 -4.26 3.55
H -0.11 -5.27 2.46
H -0.20 -2.70 1.88
H 1.63 -2.59 1.91
H 0.06 -4.13 -0.19
H 1.64 -3.06 -1.79
H 2.31 -2.21 -0.37
H -0.09 -1.07 -0.09
H -0.64 -2.13 -1.36
H 0.84 -1.18 -2.98
H 1.56 -0.17 -1.64
H -0.14 0.72 -3.45
H -1.27 1.94 -2.57
H -2.63 0.51 -1.33
H -1.39 0.20 -0.16
H -2.40 3.05 -0.31
H -3.35 1.62 0.52
H -1.88 2.67 2.39
H -1.19 1.18 1.82
H 0.54 2.47 2.16
H -0.27 4.70 1.64
H 0.95 4.43 0.37
H 0.85 0.92 0.42
H 1.85 2.34 0.22
H 0.09 3.43 -1.23
H 1.20 2.34 -1.95
N 0.95 -3.71 0.21
N -0.32 0.29 -2.58
N 0.00 4.07 0.86

Entry 4:
11
Properties=species:S:1:pos:R:3 method="wB97M-V/def2-TZVPD" energy_ev=-146343.11146 gap_ev=9.90 e_homo_ha=-0.3551 de_lowest_kj_mol=71.27 fmax_ev_per_a=3.89 charge=0
C -0.34 -0.01 0.35
C 0.19 1.14 1.01
C -0.41 0.01 -1.17
C -1.63 -0.08 -0.31
O 0.06 2.27 0.76
Br -2.82 -1.51 0.25
Br -2.66 1.64 -0.14
H 0.07 -0.92 0.70
H 0.82 0.89 1.89
H -0.12 0.88 -1.75
H -0.12 -1.00 -1.54

Entry 5:
21
Properties=species:S:1:pos:R:3 method="wB97M-V/def2-TZVPD" energy_ev=-18741.58215 gap_ev=10.24 e_homo_ha=-0.4903 de_lowest_kj_mol=58.45 fmax_ev_per_a=1.68 charge=+1
C 0.80 -1.28 1.81
C 0.71 -0.13 0.83
C 1.55 -0.39 -0.43
C 1.78 0.72 -1.49
S 0.34 1.68 -2.19
N -0.74 0.09 0.47
H 1.85 -1.49 2.02
H 0.53 -2.23 1.32
H 0.29 -1.09 2.74
H 1.07 0.81 1.24
H 2.55 -0.52 -0.09
H 1.20 -1.24 -0.98
H 2.14 0.26 -2.39
H 2.49 1.49 -1.23
H 0.27 2.61 -1.22
H -1.35 -0.73 0.45
H -0.83 0.49 -0.46
H -1.27 0.69 1.11
H -3.91 0.15 -1.08
H -5.21 0.09 -0.25
O -4.25 0.02 -0.19

Entry 6:
14
Properties=species:S:1:pos:R:3 method="wB97M-V/def2-TZVPD" energy_ev=-7357.48555 gap_ev=7.77 e_homo_ha=-0.3057 de_lowest_kj_mol=460.21 fmax_ev_per_a=0.34 charge=0
C -2.02 0.45 0.02
O -1.30 -0.64 0.53
C -0.42 -1.26 -0.40
C 0.97 -0.78 -0.58
C 1.30 0.43 0.11
C 2.59 0.62 0.46
H -2.55 0.20 -0.91
H -2.76 0.74 0.78
H -1.38 1.32 -0.18
H -0.38 -2.32 -0.13
H -0.85 -1.25 -1.42
H 3.34 -0.09 0.14
H 2.89 1.44 1.11
H 0.56 1.15 0.46

Entry 7:
72
Properties=species:S:1:pos:R:3 method="wB97M-V/def2-TZVPD" energy_ev=-112672.39455 gap_ev="6.38 / 2.90" multiplicity=2 e_homo_ha="-0.2206 / -0.1998" s2=0.758 de_lowest_kj_mol=0.00 fmax_ev_per_a=3.27 charge=0
C -1.82 -0.94 5.40
C -2.43 -0.42 4.23
C -1.88 -1.11 3.09
H -3.24 0.31 4.18
C -0.89 -2.05 3.60
C -0.86 -1.91 5.02
H -0.25 -2.51 5.70
H -2.10 -0.69 6.42
H -2.25 -1.11 2.07
H -0.39 -2.81 2.99
Cu -0.11 -0.19 3.34
Si -0.35 -0.09 -2.73
C 0.12 1.44 -3.72
C 1.44 1.62 -4.18
H 2.21 0.88 -3.95
C 1.77 2.77 -4.91
H 2.79 2.90 -5.28
C 0.80 3.74 -5.19
H 1.05 4.62 -5.79
C -0.50 3.57 -4.70
H -1.26 4.33 -4.89
C -0.84 2.44 -3.95
H -1.84 2.33 -3.53
C 0.38 -1.51 -3.72
C -0.05 -1.67 -5.05
H -0.78 -0.97 -5.48
C 0.45 -2.71 -5.84
H 0.11 -2.83 -6.87
C 1.40 -3.60 -5.32
H 1.78 -4.42 -5.93
C 1.86 -3.42 -4.01
H 2.61 -4.10 -3.60
C 1.38 -2.37 -3.23
H 1.79 -2.22 -2.22
H -1.82 -0.16 -2.75
Si 0.98 0.04 -0.50
C -0.09 -1.59 -0.39
C -1.49 -1.70 -0.58
H -2.12 -0.83 -0.77
C -2.12 -2.95 -0.53
H -3.19 -3.01 -0.75
C -1.41 -4.10 -0.20
H -1.89 -5.07 -0.20
C -0.06 -3.98 0.15
H 0.50 -4.85 0.50
C 0.57 -2.73 0.09
H 1.60 -2.64 0.45
C -0.15 1.55 -0.24
C -1.40 1.44 0.39
H -1.69 0.48 0.85
C -2.28 2.52 0.43
H -3.28 2.38 0.86
C -1.89 3.76 -0.09
H -2.59 4.59 -0.09
C -0.59 3.92 -0.59
H -0.25 4.89 -0.95
C 0.28 2.83 -0.63
H 1.31 2.95 -0.99
H 2.42 0.23 -0.59
Cl 1.55 -0.12 1.70
C 3.07 0.40 6.76
O 2.26 1.49 6.23
C 1.47 1.11 5.23
O 1.43 -0.05 4.78
N 0.68 2.12 4.79
N -0.06 1.82 3.59
H 2.43 -0.43 7.11
H 3.60 0.84 7.60
H 3.78 0.04 6.02
H 0.99 3.08 4.95
H -1.00 2.20 3.68
H 0.37 2.25 2.76

Entry 8:
50
Properties=species:S:1:pos:R:3 method="wB97M-V/def2-TZVPD" energy_ev=-30724.56877 gap_ev=10.05 e_homo_ha=-0.3449 de_lowest_kj_mol=7.06 fmax_ev_per_a=0.78 charge=0 smiles="CC(C)[C@H](C)NC(=O)CN1C(=O)N[C@@]2(CCCc3ccccc32)C1=O"
C 1.61 1.29 -2.24
H 0.66 0.75 -2.23
H 1.76 1.76 -1.27
H 1.54 2.07 -3.00
C 2.76 0.34 -2.57
C 4.03 1.14 -2.81
H 4.85 0.50 -3.15
H 3.86 1.90 -3.57
H 4.35 1.64 -1.89
H 2.50 -0.21 -3.48
C 2.95 -0.68 -1.44
N 1.69 -1.32 -1.06
C 0.91 -2.00 -1.92
O 1.10 -2.12 -3.11
C -0.29 -2.69 -1.23
N -1.12 -1.82 -0.42
C -0.82 -1.34 0.81
O 0.23 -1.49 1.40
C -2.04 -0.58 1.31
N -2.96 -0.79 0.22
C -2.44 -1.50 -0.81
O -2.96 -1.83 -1.83
H -3.88 -0.37 0.17
C -1.71 0.89 1.46
C -1.13 1.54 0.37
C -0.81 2.88 0.44
C -1.06 3.59 1.61
C -1.65 2.95 2.68
C -1.98 1.60 2.63
C -2.63 0.95 3.81
C -3.43 -0.28 3.39
C -2.53 -1.22 2.62
H -1.65 -1.46 3.22
H -3.04 -2.15 2.38
H -3.83 -0.78 4.27
H -4.28 0.03 2.77
H -1.85 0.64 4.51
H -3.27 1.67 4.33
H -1.86 3.51 3.59
H -0.81 4.64 1.67
H -0.36 3.37 -0.41
H -0.94 0.99 -0.53
H -0.93 -3.10 -2.02
H 0.09 -3.50 -0.60
H 1.48 -1.37 -0.08
C 3.97 -1.77 -1.79
H 3.66 -2.27 -2.71
H 4.96 -1.34 -1.93
H 4.02 -2.50 -0.99
H 3.29 -0.15 -0.54